[1]
This record from the OMol25 dataset describes C25H15Cl3CoFIN2O5 as an isolated structure at a distorted geometry. The level of theory is wB97M-V/def2-TZVPD.

Geometry as XYZ:
```
53
Properties=species:S:1:pos:R:3:nbo_charge:R:1
Co -0.089 -0.352 0.300 1.168
Cl -2.217 7.265 0.033 -0.060
C -1.815 5.565 0.016 -0.083
C -0.587 5.157 -0.463 -0.252
C -0.265 3.811 -0.484 -0.151
Cl 1.290 3.434 -1.150 -0.031
C -1.144 2.766 -0.036 0.433
O -0.943 1.506 -0.036 -0.823
C -2.394 3.296 0.426 -0.128
Cl -3.579 2.162 0.986 -0.002
C -2.731 4.633 0.462 -0.252
H 0.124 5.880 -0.835 0.222
H -3.698 4.934 0.838 0.226
O -4.855 -5.427 -0.216 -0.754
C -5.141 -4.216 -0.180 0.739
O -6.249 -3.644 -0.141 -0.769
C -3.914 -3.243 -0.204 -0.059
C -4.122 -1.869 -0.257 -0.243
C -3.040 -1.010 -0.235 0.026
N -1.782 -1.446 -0.163 -0.490
C -1.566 -2.770 -0.161 0.090
C -2.600 -3.692 -0.175 -0.210
C -0.096 -3.181 -0.191 0.755
O 0.202 -4.372 -0.227 -0.685
O 0.713 -2.191 -0.222 -0.826
H -5.137 -1.499 -0.302 0.240
H -3.167 0.063 -0.275 0.214
H -2.364 -4.746 -0.160 0.260
F 0.037 1.710 7.218 -0.363
C 0.028 1.053 6.013 0.321
C 1.220 0.627 5.467 -0.290
C 1.204 -0.068 4.267 -0.256
C 0.005 -0.353 3.577 0.004
C -0.027 -1.134 2.355 -0.851
C -1.181 0.123 4.178 -0.211
C -1.175 0.806 5.381 -0.281
H 2.151 0.826 5.986 0.203
H 2.136 -0.443 3.864 0.193
H -0.941 -1.721 2.275 0.204
H 0.858 -1.757 2.232 0.201
H -2.122 -0.068 3.677 0.214
H -2.098 1.142 5.838 0.211
I 1.081 -0.056 -2.542 0.214
C 2.324 -0.045 -0.839 0.170
C 3.638 -0.443 -0.947 -0.302
C 4.440 -0.328 0.178 -0.141
C 3.898 0.243 1.322 -0.270
C 2.572 0.618 1.321 0.086
N 1.763 0.425 0.275 -0.506
H 4.018 -0.825 -1.883 0.231
H 5.471 -0.656 0.151 0.210
H 4.502 0.396 2.206 0.217
H 2.112 1.098 2.174 0.234
```

- Kohn-Sham gap (alpha / beta): 5.2 / 5.9 eV
- ΔE to the lowest compared entry with this formula, charge and spin: 15.0 kcal/mol
- Total charge: -2
- E_HOMO (alpha / beta): -0.0566 / -0.0840 Eh
- ⟨S²⟩: 0.76
- Lowest unoccupied orbital energy (alpha / beta): 0.135 / 0.134 Eh
- Multiplicity: 2

---

[2]
This record from the OMol25 dataset describes C25H16AuN3S3 as an isolated structure. The level of theory is wB97M-V/def2-TZVPD.

Geometry as XYZ:
```
48
Properties=species:S:1:pos:R:3:nbo_charge:R:1
Au -0.017 -0.160 0.178 0.889
S 2.273 -3.304 -4.278 0.505
C 2.878 -3.854 -5.763 -0.294
C 2.920 -2.864 -6.723 -0.228
C 2.453 -1.641 -6.251 -0.162
C 2.056 -1.681 -4.920 -0.186
C 1.560 -0.606 -4.116 -0.071
C 1.279 -0.796 -2.739 0.134
N 0.820 0.144 -1.954 -0.523
C 0.598 1.384 -2.437 0.224
C 0.858 1.690 -3.799 -0.093
C 0.589 3.004 -4.289 -0.151
C 0.076 3.957 -3.479 -0.151
C -0.213 3.679 -2.108 -0.093
C -0.794 4.627 -1.267 -0.055
C -1.084 4.309 0.062 -0.071
C -0.760 2.993 0.482 0.134
N -0.228 2.090 -0.299 -0.523
C 0.058 2.388 -1.584 0.224
C -1.672 5.247 0.969 -0.186
C -1.973 6.583 0.741 -0.162
C -2.509 7.225 1.854 -0.228
C -2.632 6.385 2.941 -0.294
S -2.093 4.810 2.620 0.506
C 1.333 0.674 -4.628 -0.055
H 3.180 -4.879 -5.876 0.270
H 3.281 -3.031 -7.723 0.261
H 2.412 -0.758 -6.860 0.241
H 1.442 -1.764 -2.288 0.220
H 0.792 3.212 -5.327 0.242
H -0.140 4.944 -3.855 0.242
H -1.026 5.602 -1.666 0.229
H -0.957 2.693 1.501 0.220
H -1.806 7.082 -0.196 0.241
H -2.796 8.262 1.878 0.261
H -3.016 6.636 3.913 0.270
H 1.508 0.893 -5.669 0.229
S 1.024 -1.297 2.174 0.066
C -0.515 -2.100 2.145 0.042
C -1.004 -3.086 2.994 -0.256
C -2.280 -3.566 2.752 -0.103
C -3.023 -3.062 1.688 -0.256
C -2.466 -2.082 0.888 0.059
N -1.244 -1.627 1.127 -0.532
H -0.406 -3.458 3.810 0.254
H -2.695 -4.330 3.388 0.246
H -4.017 -3.419 1.480 0.249
H -2.989 -1.650 0.049 0.218
```

- Kohn-Sham gap (alpha / beta): 6.9 / 3.3 eV
- Total charge: +2
- E_HOMO (alpha / beta): -0.4963 / -0.4755 Eh
- ⟨S²⟩: 2.10
- Lowest unoccupied orbital energy (alpha / beta): -0.242 / -0.353 Eh
- Multiplicity: 3

---

[3]
This record from the OMol25 dataset describes C25H16F4N6O4Pb as an isolated structure. The level of theory is wB97M-V/def2-TZVPD.

Geometry as XYZ:
```
56
Properties=species:S:1:pos:R:3:nbo_charge:R:1
Pb -1.925 -1.475 -1.424 1.499
C -1.881 -2.512 3.154 -0.635
C -2.554 -1.951 1.917 0.139
C -3.650 -0.954 2.268 -0.618
O -1.583 -1.241 1.104 -0.760
C -3.188 -3.074 1.076 0.762
O -3.874 -3.898 1.646 -0.629
O -2.955 -3.043 -0.202 -0.866
H -1.504 -1.704 3.785 0.210
H -1.053 -3.173 2.885 0.207
H -2.604 -3.098 3.716 0.257
H -3.240 -0.127 2.849 0.216
H -4.423 -1.459 2.845 0.234
H -4.100 -0.546 1.362 0.223
H -0.695 -1.373 1.456 0.496
O -2.756 2.600 0.425 -0.620
C -2.639 1.607 -0.211 0.791
N -2.499 0.624 -0.867 -0.978
F -0.559 2.923 -3.710 -0.278
C -0.276 3.121 -2.428 0.389
C -0.655 4.262 -1.849 0.337
F -1.308 5.163 -2.570 -0.269
C -0.351 4.581 -0.457 -0.032
C 0.399 3.543 0.249 0.354
C 0.737 2.385 -0.321 0.374
F 1.374 1.474 0.418 -0.295
C 0.426 2.059 -1.710 -0.063
C 0.716 0.864 -2.259 -0.156
C 0.362 0.492 -3.605 0.243
N 0.165 0.096 -4.666 -0.245
C 1.360 -0.262 -1.527 0.412
N 2.701 -0.355 -1.373 -0.343
F 0.712 3.744 1.520 -0.269
C -0.739 5.733 0.135 -0.166
C -0.343 6.116 1.469 0.252
N -0.011 6.499 2.498 -0.224
C -1.587 6.710 -0.503 0.250
N -2.299 7.494 -0.945 -0.218
C 0.275 -4.085 0.315 -0.636
C 1.581 -3.360 0.159 0.010
C 2.769 -3.914 0.599 -0.221
C 4.019 -3.306 0.398 -0.182
C 4.134 -2.103 -0.264 -0.269
C 2.940 -1.536 -0.698 0.177
C 3.722 0.577 -1.820 -0.411
C 1.689 -2.120 -0.491 0.068
N 0.702 -1.278 -1.024 -0.532
H 0.315 -4.782 1.151 0.229
H 0.047 -4.664 -0.583 0.236
H -0.566 -3.416 0.471 0.220
H 2.730 -4.864 1.119 0.219
H 4.909 -3.799 0.767 0.222
H 5.093 -1.633 -0.438 0.225
H 4.451 0.055 -2.437 0.223
H 4.227 1.022 -0.963 0.219
H 3.262 1.362 -2.411 0.224
```

- Kohn-Sham gap: 6.2 eV
- ΔE to the lowest compared entry with this formula, charge and spin: 0.0 kcal/mol
- E_HOMO: -0.3422 Eh
- Lowest unoccupied orbital energy: -0.114 Eh

---

[4]
This record from the OMol25 dataset describes C25H16F5MnN5O3S2Te as an isolated structure at a distorted geometry. The level of theory is wB97M-V/def2-TZVPD.

Geometry as XYZ:
```
58
Properties=species:S:1:pos:R:3:nbo_charge:R:1
Mn -0.135 0.689 0.126 0.960
O 2.568 0.227 -2.280 -0.486
C 1.471 0.670 -2.130 0.721
N 1.124 1.574 -1.065 -0.490
C 1.827 2.583 -0.694 0.420
C 2.811 3.299 -1.452 -0.274
C 3.459 4.284 -0.815 -0.071
C 3.180 4.641 0.585 -0.087
C 2.252 4.029 1.334 -0.244
C 1.517 2.951 0.712 0.282
N 0.650 2.134 1.212 -0.433
C 0.320 2.169 2.641 0.685
O 0.316 3.161 3.289 -0.432
C 0.094 0.786 3.076 0.067
C 0.147 0.408 4.395 -0.154
C 0.062 -0.950 4.681 -0.100
C -0.068 -1.844 3.637 -0.182
C -0.138 -1.378 2.332 0.104
N -0.069 -0.076 2.061 -0.361
C 0.223 0.305 -2.814 0.067
C 0.128 -0.152 -4.103 -0.156
C -1.153 -0.340 -4.618 -0.107
C -2.244 -0.059 -3.818 -0.188
C -2.050 0.359 -2.504 0.087
N -0.832 0.531 -2.008 -0.361
H 3.026 3.031 -2.477 0.264
H 4.228 4.839 -1.337 0.260
H 3.760 5.442 1.025 0.260
H 2.061 4.320 2.354 0.281
H 0.273 1.162 5.160 0.270
H 0.117 -1.299 5.704 0.260
H -0.106 -2.910 3.812 0.261
H -0.232 -2.057 1.502 0.249
H 1.024 -0.346 -4.678 0.270
H -1.289 -0.690 -5.632 0.260
H -3.253 -0.164 -4.191 0.259
H -2.890 0.567 -1.856 0.229
S -2.065 1.982 0.613 0.162
C -2.700 0.381 0.510 -0.113
N -1.784 -0.483 0.195 -0.478
C -2.284 -1.773 -0.026 0.157
C -1.590 -2.903 -0.457 -0.256
C -2.305 -4.075 -0.609 -0.160
C -3.678 -4.130 -0.345 -0.179
C -4.373 -3.007 0.057 -0.194
C -3.659 -1.822 0.206 -0.227
S -4.281 -0.245 0.650 0.542
H -0.530 -2.856 -0.668 0.253
H -1.792 -4.967 -0.941 0.243
H -4.206 -5.067 -0.463 0.247
H -5.439 -3.044 0.239 0.249
F 2.314 -3.092 0.433 -0.602
Te 2.644 -1.355 -0.127 3.439
F 4.427 -1.486 -0.428 -0.551
F 2.475 -2.224 -1.752 -0.583
F 3.087 0.452 0.247 -0.632
F 2.726 -1.262 1.741 -0.620
O 0.831 -0.921 -0.239 -1.086
```

- Kohn-Sham gap (alpha / beta): 5.6 / 5.6 eV
- ΔE to the lowest compared entry with this formula, charge and spin: 10.8 kcal/mol
- Total charge: +2
- E_HOMO (alpha / beta): -0.5293 / -0.5299 Eh
- ⟨S²⟩: 0.84
- Lowest unoccupied orbital energy (alpha / beta): -0.324 / -0.323 Eh
- Multiplicity: 2